[1]
Entry from the OMol25 dataset: a 2-piece molecular cluster, C13H21BO6S overall (ωB97M-V/def2-TZVPD).

LUMO   -0.0255 hartree
Highest occupied orbital energy   -9.21 eV
Structure (SMILES)   O=C1C=C(CCO)C(=O)C(CB(O)O)=C1S.CCOCC
Energy above the lowest of the compared OMol25 structures with the same formula, charge and spin   0.0 kJ/mol
Largest force on an atom   2.13 eV/A
Molecular weight   316.18 g mol⁻¹

Each line ends with the Mulliken charge.
Cartesian coordinates (Å):
O 0.361 -2.857 -0.113  -0.528
C 0.539 -1.995 -0.909  -0.063
C 1.780 -1.834 -1.748  -0.325
C 1.611 -1.474 -3.002  0.285
C 2.823 -1.255 -3.911  -0.531
C 3.799 -0.279 -3.188  -0.548
O 4.787 -0.971 -2.433  -0.563
C 0.178 -1.269 -3.483  -0.193
O -0.161 -1.558 -4.579  -0.532
C -0.753 -0.635 -2.453  0.352
C -1.836 0.348 -2.892  -1.059
B -3.237 -0.411 -2.816  0.586
O -3.572 -1.487 -3.649  -0.546
O -4.124 0.006 -1.859  -0.495
C -0.564 -0.968 -1.186  0.660
S -1.471 -0.341 0.217  -0.217
H 2.757 -2.008 -1.305  0.546
H 3.301 -2.233 -4.027  0.370
H 2.560 -0.791 -4.865  0.292
H 4.291 0.389 -3.909  0.305
H 3.220 0.362 -2.507  0.399
H 4.777 -0.675 -1.517  0.335
H -1.669 0.671 -3.931  0.323
H -1.797 1.254 -2.280  0.307
H -3.404 -2.280 -3.117  0.320
H -4.956 -0.485 -1.947  0.316
H -1.040 0.914 0.514  0.176
C -1.067 -0.327 4.359  -0.986
C 0.098 0.500 3.846  -0.383
O -0.292 1.735 3.262  -0.384
C -0.984 2.637 4.108  -0.356
C -0.191 3.064 5.331  -1.024
H -1.777 -0.525 3.554  0.193
H -0.710 -1.279 4.753  0.397
H -1.610 0.182 5.157  0.301
H 0.610 -0.057 3.061  0.338
H 0.837 0.670 4.637  0.351
H -1.954 2.219 4.397  0.310
H -1.198 3.517 3.499  0.331
H 0.040 2.220 5.983  0.264
H -0.757 3.790 5.915  0.385
H 0.757 3.515 5.032  0.290


[2]
Entry from the OMol25 dataset: C13H21Cl3GaN4OSSb as an isolated structure (ωB97M-V/def2-TZVPD).

LUMO   -0.1917 hartree
Highest occupied orbital energy   -13.59 eV
Energy above the lowest of the compared OMol25 structures with the same formula, charge and spin   0.0 kJ/mol
Net charge   +2
Largest force on an atom   0.40 eV/A
Molecular weight   579.25 g mol⁻¹

Each line ends with the Mulliken charge.
Cartesian coordinates (Å):
Ga -0.510 -0.193 -0.044  -0.302
Cl 4.946 4.273 -0.835  -0.166
C 3.504 3.340 -0.924  0.436
C 3.556 1.975 -0.698  -0.876
C 2.382 1.250 -0.781  1.051
Cl 2.427 -0.478 -0.517  -0.184
C 1.145 1.824 -1.083  -0.665
O -0.001 1.125 -1.189  -0.317
C 1.141 3.206 -1.297  0.661
Cl -0.360 3.987 -1.643  -0.151
C 2.298 3.959 -1.223  -0.794
H 4.495 1.488 -0.475  0.464
H 2.262 5.025 -1.399  0.468
C -3.026 1.736 -1.057  -0.732
S -2.891 0.060 -0.398  0.174
C -3.253 -0.919 -1.873  -0.965
H -4.069 1.900 -1.320  0.461
H -2.367 1.860 -1.911  0.242
H -2.732 2.428 -0.272  0.246
H -2.545 -0.694 -2.667  0.318
H -4.266 -0.674 -2.183  0.438
H -3.210 -1.970 -1.598  0.313
C -0.735 2.792 2.245  -1.080
Sb -0.110 0.776 2.361  0.746
C 1.925 0.849 2.914  -1.121
C -1.157 -0.090 3.976  -1.130
H -0.369 3.322 3.121  0.464
H -1.822 2.841 2.220  0.370
H -0.322 3.238 1.342  0.276
H 1.993 1.250 3.923  0.449
H 2.446 1.501 2.217  0.340
H 2.352 -0.150 2.879  0.395
H -1.023 0.547 4.847  0.388
H -0.754 -1.079 4.178  0.375
H -2.214 -0.162 3.731  0.398
N 1.192 -4.967 -1.938  -0.304
C -0.018 -5.291 -1.486  0.651
N -0.455 -6.534 -1.579  -0.347
N -0.856 -4.403 -0.924  -0.659
C -0.591 -3.197 -0.672  1.068
N -0.434 -2.057 -0.459  -0.218
H 1.794 -5.651 -2.368  0.219
H 1.515 -4.015 -1.922  0.139
H 0.084 -7.270 -2.004  0.214
H -1.367 -6.756 -1.214  0.247


[3]
Entry from the OMol25 dataset: C13H21F5O2P2Ru as an isolated structure (ωB97M-V/def2-TZVPD).

LUMO (spin up / spin down)   -0.1013 / -0.2439 hartree
Highest occupied orbital energy (spin up / spin down)   -8.99 / -11.70 eV
2S+1   6
Energy above the lowest of the compared OMol25 structures with the same formula, charge and spin   0.0 kJ/mol
Net charge   +1
Largest force on an atom   7.40 eV/A
Molecular weight   467.32 g mol⁻¹

Each line ends with the Mulliken charge.
Cartesian coordinates (Å):
Ru -0.050 0.435 1.124  0.339
H 1.267 -2.446 -2.150  -0.074
H 0.631 -2.840 -2.136  0.076
P 1.237 1.234 -0.942  1.068
P -1.880 -0.946 0.613  1.200
C -2.667 -0.559 2.246  -1.172
H -3.701 -0.927 2.327  0.435
H -2.085 -0.990 3.077  0.239
H -2.692 0.536 2.359  0.348
C -3.122 -0.338 -0.645  -1.145
H -2.794 -0.649 -1.652  0.354
H -4.167 -0.687 -0.502  0.399
H -3.093 0.766 -0.656  0.394
C -1.916 -2.795 0.499  -1.109
H -1.273 -3.245 1.276  0.241
H -2.910 -3.277 0.634  0.405
H -1.537 -3.166 -0.468  0.316
C 0.343 2.075 -2.378  -1.164
H 0.968 2.756 -2.993  0.408
H -0.091 1.294 -3.028  0.353
H -0.489 2.652 -1.941  0.354
C 2.158 2.651 -0.216  -1.269
H 2.761 2.218 0.594  0.301
H 2.808 3.211 -0.911  0.403
H 1.406 3.330 0.211  0.332
C 2.556 0.259 -1.867  -1.071
H 2.038 -0.505 -2.470  0.246
H 3.279 0.758 -2.563  0.397
H 3.177 -0.285 -1.132  0.294
C -0.319 1.952 2.069  -0.088
O -0.459 2.975 2.580  -0.228
H -0.882 0.581 -0.301  0.175
F 4.405 -3.202 5.296  -0.262
C 3.537 -2.663 4.405  0.508
C 2.206 -3.090 4.494  0.135
F 1.940 -3.936 5.519  -0.277
C 1.208 -2.692 3.611  0.186
F -0.068 -3.097 3.686  -0.294
C 1.515 -1.710 2.621  0.330
O 0.565 -1.172 1.911  -0.462
C 2.875 -1.300 2.559  0.121
F 3.102 -0.326 1.630  -0.277
C 3.903 -1.728 3.388  -0.206
F 5.159 -1.242 3.172  -0.259


[4]
Entry from the OMol25 dataset: C13H21IMoN5O13P2 as an isolated structure (ωB97M-V/def2-TZVPD).

LUMO (spin up / spin down)   -0.1527 / -0.1527 hartree
Highest occupied orbital energy (spin up / spin down)   -11.00 / -11.00 eV
Net charge   +1
Largest force on an atom   2.85 eV/A
Molecular weight   740.12 g mol⁻¹

Each line ends with the Mulliken charge.
Cartesian coordinates (Å):
Mo 0.002 -0.133 -0.106  0.019
O -3.857 -0.249 4.619  -0.517
C -2.948 -0.195 3.649  0.848
C -2.233 0.966 3.320  -0.509
C -1.305 0.916 2.299  -0.030
N -1.042 -0.209 1.605  1.112
C -1.783 -1.305 1.875  0.318
C -2.720 -1.350 2.881  -0.782
C -1.502 -2.393 0.866  0.205
O -1.734 -3.563 1.064  -0.650
O -0.960 -1.900 -0.204  -0.179
C -0.516 2.075 1.716  0.262
O -0.405 3.143 2.270  -0.632
O -0.009 1.730 0.573  -0.372
H -3.976 0.606 5.057  0.327
H -2.415 1.905 3.826  0.484
H -3.294 -2.244 3.055  0.616
N -2.067 0.217 -4.708  -0.145
C -1.224 0.808 -3.635  0.453
C -0.570 2.085 -4.089  -1.781
P -0.072 -0.599 -3.254  0.926
O -1.290 -1.568 -2.822  -0.602
O 0.594 -1.059 -4.474  -0.818
O 0.776 -0.314 -2.016  0.005
P -2.399 0.950 -2.207  0.481
O -2.604 2.539 -2.171  -0.554
O -3.613 0.215 -2.623  -0.843
O -1.764 0.562 -0.876  -0.069
H -2.355 0.909 -5.405  0.349
H -2.921 -0.125 -4.162  0.388
H -1.551 -0.553 -5.162  0.318
H 0.156 1.887 -4.878  0.455
H -0.054 2.547 -3.249  0.247
H -1.316 2.797 -4.438  0.529
H -1.086 -2.343 -2.293  0.375
H -3.263 2.824 -1.537  0.358
N 4.237 1.858 0.373  -0.383
C 3.323 1.022 -0.127  0.457
O 2.288 0.773 0.493  -0.345
C 3.636 0.400 -1.453  -0.859
I 2.903 1.774 -2.920  0.102
H 4.011 2.372 1.211  0.251
H 5.060 2.132 -0.137  0.201
H 3.077 -0.526 -1.591  0.066
H 4.702 0.270 -1.626  0.614
C 1.659 -4.328 0.006  -0.700
N 1.788 -3.625 1.269  -0.214
C 1.621 -2.306 1.337  0.674
N 1.644 -1.693 2.544  -0.317
O 1.455 -1.627 0.295  -0.481
H 1.432 -5.372 0.198  0.373
H 2.587 -4.249 -0.564  0.286
H 0.848 -3.887 -0.577  0.080
H 1.889 -4.168 2.112  0.229
H 1.947 -2.180 3.372  0.227
H 1.725 -0.685 2.524  0.150


[5]
Entry from the OMol25 dataset: C13H21N3O3S in the gas phase (ωB97M-V/def2-TZVPD).

LUMO   0.0215 hartree
Highest occupied orbital energy   -8.68 eV
Structure (SMILES)   C=C(C)CSc1nnc(CCNC(=O)OC(C)(C)C)o1
Energy above the lowest of the compared OMol25 structures with the same formula, charge and spin   1282.0 kJ/mol
Largest force on an atom   15.85 eV/A
Molecular weight   299.40 g mol⁻¹

Each line ends with the Mulliken charge.
Cartesian coordinates (Å):
C 1.739 -4.359 0.930  -0.950
C 0.401 -4.059 1.104  0.417
C -0.156 -2.721 1.675  -0.693
H 0.753 -2.196 1.912  0.438
H -0.759 -3.028 2.265  0.542
S -0.892 -2.041 0.337  -0.174
C -1.198 -0.680 1.329  0.676
N -1.349 -0.476 2.500  0.013
N -1.829 0.719 2.817  -1.005
C -2.154 1.326 1.703  0.926
C -2.889 2.621 1.713  -0.847
H -3.274 2.901 2.529  0.620
H -3.544 2.538 0.622  0.162
C -1.723 3.647 1.090  -0.778
N -1.243 3.159 -0.359  -0.262
C 0.069 2.370 -0.281  0.251
O 0.819 2.173 0.487  -0.342
O 0.227 2.026 -1.613  -0.261
C 1.222 1.484 -2.044  1.807
C 2.611 2.261 -1.644  -1.380
H 2.371 3.170 -2.284  0.343
H 2.724 2.330 -0.490  0.279
H 3.416 1.815 -2.039  0.516
C 1.257 1.162 -3.389  -2.164
H 1.739 0.657 -4.009  0.754
H 1.024 2.227 -4.058  0.220
H 0.404 0.562 -3.883  0.391
C 1.336 0.084 -1.265  -2.224
H 1.675 0.107 -0.206  0.375
H 0.670 -0.544 -1.535  0.825
H 2.238 -0.475 -1.673  0.471
H -1.830 3.180 -1.171  0.208
H -0.862 3.668 1.741  0.330
H -2.042 4.558 0.816  0.527
O -1.953 0.414 0.660  -0.331
C -0.784 -5.149 1.108  -1.119
H -1.561 -4.849 0.158  0.262
H -0.976 -5.409 2.092  0.403
H -0.280 -6.154 0.583  0.302
H 2.006 -5.447 0.703  0.244
H 2.596 -3.572 1.065  0.228